Entry 1:
ORCA calculation (ωB97M-V/def2-TZVPD) on a 2-piece molecular cluster, C5H8F3I overall.

Last column: natural (NBO) charge in e.
Cartesian coordinates (Å):
C  0.7834  0.4374  1.0379  -0.611
C  -0.6248  -0.0831  -1.3693  -0.725
C  -0.5734  -0.3731  1.0992  -0.526
C  -1.3785  -0.0440  -0.1011  -0.065
C  -1.7790  2.1685  0.1076  0.948
F  -3.0139  2.5485  -0.1671  -0.326
F  -1.5653  2.4629  1.3836  -0.353
F  -0.8433  2.9297  -0.5061  -0.354
I  -3.3623  -0.8240  -0.1052  0.189
H  0.5375  1.3222  0.5718  0.208
H  1.5836  0.0026  0.4198  0.214
H  1.2144  0.7229  2.0723  0.226
H  -1.2598  0.1460  -2.1361  0.229
H  0.2716  0.7148  -1.4116  0.247
H  -0.3089  -1.0881  -1.5836  0.222
H  -1.0923  -0.2350  2.1055  0.251
H  -0.3732  -1.5042  0.8234  0.226

Summary:
Energy relative to the best compared isomer or geometry (same formula, charge and spin)   3.175 eV
Charge   0
F_max   4.3 eV/A
E_HOMO   -0.339 hartree



Entry 2:
ORCA calculation (ωB97M-V/def2-TZVPD) on C5H8FKO3 as an isolated structure.

Last column: Löwdin spin population.
Cartesian coordinates (Å):
C  2.0405  -2.9344  -0.4597  0.722
C  1.1371  -3.5631  -1.4461  0.117
H  2.0318  -3.2870  0.5728  0.042
H  2.8511  -2.2823  -0.7826  0.045
H  1.2022  -3.0876  -2.4335  0.005
H  1.3311  -4.6440  -1.5536  0.029
F  -0.2107  -3.4587  -1.0239  0.035
O  0.2476  2.2723  0.2608  0.000
C  -0.8730  2.9146  0.0332  0.000
C  0.0258  1.2068  1.2026  0.001
O  -0.9424  3.9109  -0.6607  0.000
O  -1.9025  2.3806  0.6495  0.000
C  -1.5018  1.1780  1.3338  0.000
K  -2.6165  6.0935  -1.8113  0.000
H  0.4566  0.2737  0.7911  0.003
H  -1.8512  1.2362  2.3689  0.000
H  -1.9646  0.3264  0.8234  0.000
H  0.5389  1.4642  2.1353  0.000

Summary:
2S+1   2
Charge   +1
F_max   1.5 eV/A
E_HOMO (alpha / beta)   -0.399 / -0.513 hartree



Entry 3:
ORCA calculation (ωB97M-V/def2-TZVPD) on one molecule with the formula C5H8FN.

Last column: natural (NBO) charge in e.
Cartesian coordinates (Å):
C  -2.0374  -0.2786  1.2678  -0.517
C  -1.4535  0.2829  0.1964  0.396
F  -2.2051  0.7487  -0.8309  -0.344
C  -0.0798  0.5742  -0.0470  -0.127
C  0.6319  -0.1628  -1.2637  -0.407
C  1.7965  -0.3906  -0.2390  -0.234
N  0.8924  -0.0711  0.9213  -0.599
H  -1.4258  -0.8464  2.0258  0.250
H  -3.1435  -0.2474  1.1272  0.225
H  0.0819  1.6919  -0.0953  0.200
H  0.8987  0.3370  -2.1930  0.213
H  -0.0206  -1.0229  -1.5536  0.210
H  2.5711  0.3391  -0.6341  0.185
H  2.2246  -1.4866  -0.2265  0.195
H  1.2686  0.5326  1.5446  0.354

Summary:
Energy relative to the best compared isomer or geometry (same formula, charge and spin)   1.884 eV
Charge   0
SMILES   C=C(F)[C@@H]1CCN1
F_max   4.6 eV/A
E_HOMO   -0.344 hartree



Entry 4:
ORCA calculation (ωB97M-V/def2-TZVPD) on C5H8FNO as an isolated structure.

Last column: natural (NBO) charge in e.
Cartesian coordinates (Å):
C  0.2520  0.9232  -0.5697  0.072
C  -0.7684  -0.2112  -0.6772  -0.278
C  -1.1089  -0.4580  0.8022  -0.240
C  1.0659  -0.1499  0.2082  -0.117
C  0.4713  -1.1211  -0.8087  0.201
H  0.5398  2.6982  0.1612  0.475
H  0.6968  1.1683  -1.5335  0.172
H  -1.5713  -0.1816  -1.4138  0.221
H  -1.5889  -1.4395  0.9526  0.204
H  -1.7714  0.2975  1.2037  0.206
H  0.3075  0.4244  1.9694  0.359
H  2.1405  -0.0798  0.4060  0.206
H  0.9444  -1.1007  -1.8013  0.173
N  0.2510  -0.3969  1.4083  -0.600
O  -0.1978  2.0559  0.1243  -0.712
F  0.3376  -2.4288  -0.4318  -0.345

Summary:
Energy relative to the best compared isomer or geometry (same formula, charge and spin)   1.999 eV
Charge   0
F_max   1.0 eV/A
E_HOMO   -0.331 hartree



Entry 5:
ORCA calculation (ωB97M-V/def2-TZVPD) on one molecule with the formula C5H8FNS.

Last column: natural (NBO) charge in e.
Cartesian coordinates (Å):
C  -1.9164  -0.7880  1.1674  -0.638
C  -1.6210  -0.6572  -0.2789  0.085
F  -2.3331  0.4194  -0.7305  -0.344
C  -0.1771  -0.2596  -0.3584  -0.032
S  0.0145  1.3974  0.0745  -0.163
C  1.0086  -1.0682  -0.4596  -0.427
C  2.3617  -0.8091  -0.1453  0.139
N  2.9941  0.3070  0.2669  -0.780
H  -1.5741  -1.9944  1.4961  0.220
H  -1.5335  0.1079  1.7760  0.256
H  -3.1578  -0.7260  1.5093  0.232
H  -1.8492  -1.5074  -0.8589  0.183
H  0.7510  -2.0655  -0.8436  0.211
H  2.9644  -1.7672  -0.4993  0.208
H  2.2568  0.9581  0.5478  0.429
H  4.0148  0.2052  0.8357  0.422

Summary:
Energy relative to the best compared isomer or geometry (same formula, charge and spin)   2.669 eV
Charge   0
SMILES   C[C@@H](F)C(=S)/C=C\N
F_max   5.7 eV/A
E_HOMO   -0.302 hartree



Entry 6:
ORCA calculation (ωB97M-V/def2-TZVPD) on one molecule with the formula C5H8FNS.

Last column: natural (NBO) charge in e.
Cartesian coordinates (Å):
C  -0.7478  2.1570  0.4186  -0.429
N  0.3259  1.3299  0.0027  -0.595
C  0.7848  0.0398  0.3021  0.104
S  2.2667  -0.4686  -0.2613  -0.141
C  -0.1533  -0.8367  1.2036  -0.283
C  -1.3656  -1.1322  0.8116  -0.218
C  -1.9639  -0.7582  -0.5702  0.003
F  -0.9726  -0.2305  -1.3517  -0.340
H  -1.5596  2.1010  -0.3586  0.197
H  -1.3838  1.7613  1.2406  0.210
H  -0.5104  3.1163  0.7971  0.218
H  1.0972  1.9880  -0.4649  0.412
H  0.3984  -1.6099  2.0247  0.264
H  -1.9335  -2.1287  1.2763  0.223
H  -2.2954  -1.7656  -0.9429  0.197
H  -2.9338  -0.0170  -0.2395  0.178

Summary:
Energy relative to the best compared isomer or geometry (same formula, charge and spin)   2.956 eV
Charge   0
SMILES   CNC(=S)/C=C\CF
F_max   4.8 eV/A
E_HOMO   -0.302 hartree



Entry 7:
ORCA calculation (ωB97M-V/def2-TZVPD) on C5H8FO4Rh as an isolated structure.

Last column: Löwdin spin population.
Cartesian coordinates (Å):
C  -1.1985  1.2369  -0.7098  0.125
O  -0.5462  0.1634  -0.0329  0.682
C  -2.3018  0.6776  -1.5764  0.077
H  -1.5876  1.8980  0.0759  0.069
H  -0.4732  1.8146  -1.3011  0.006
H  -2.7909  1.5054  -2.1065  0.011
H  -1.9091  -0.0309  -2.3181  0.004
H  -3.0528  0.1589  -0.9666  0.002
C  0.3092  -1.4439  0.9067  0.008
O  1.3192  -0.1269  1.2092  0.070
C  1.1796  0.4081  -0.0628  -0.013
C  1.5093  -0.8132  -0.9263  0.005
O  0.9534  -1.9018  -0.1630  0.009
O  0.2676  -2.0062  1.9934  0.028
F  1.5678  -0.3592  5.3651  0.457
H  1.7093  1.3639  -0.1442  0.000
H  1.0019  -0.7274  -1.8942  0.001
H  2.5877  -0.9642  -1.0454  0.000
Rh  1.4549  -0.8532  3.6971  2.460

Summary:
2S+1   5
Energy relative to the best compared isomer or geometry (same formula, charge and spin)   0.000 eV
Charge   +2
F_max   9.7 eV/A
E_HOMO (alpha / beta)   -0.705 / -0.703 hartree



Entry 8:
ORCA calculation (ωB97M-V/def2-TZVPD) on C5H8FO4Tl as an isolated structure.

Last column: Mulliken charge in e.
Cartesian coordinates (Å):
C  -1.1754  1.2694  -0.8088  -0.247
O  -0.4971  0.1069  -0.3308  -0.360
C  -2.4068  0.8269  -1.5633  -1.179
H  -1.4281  1.8744  0.0731  0.287
H  -0.5056  1.8628  -1.4491  0.333
H  -2.9299  1.7119  -1.9483  0.398
H  -2.1419  0.1813  -2.4115  0.315
H  -3.0924  0.2763  -0.9059  0.317
C  0.5689  -1.4411  1.0550  1.099
O  1.2166  -0.0575  1.1153  -0.455
C  1.0655  0.3071  -0.2514  -0.060
C  1.5586  -0.9798  -0.9259  -0.362
O  1.1715  -1.9974  0.0198  -0.185
O  0.5661  -1.9242  2.1827  -0.558
F  1.4408  -0.3221  5.5949  -0.216
H  1.5599  1.2696  -0.4214  0.554
H  1.0300  -1.1354  -1.8722  0.299
H  2.6451  -1.0024  -1.0579  0.347
Tl  1.3544  -0.8267  3.9059  1.673

Summary:
Energy relative to the best compared isomer or geometry (same formula, charge and spin)   0.974 eV
Charge   +2
F_max   9.1 eV/A
E_HOMO (alpha / beta)   -0.642 / -0.642 hartree



Entry 9:
ORCA calculation (ωB97M-V/def2-TZVPD) on C5H8FO4Zn as an isolated structure.

Last column: Löwdin spin population.
Cartesian coordinates (Å):
O  0.9888  0.6445  -0.3884  0.127
C  2.0647  -0.1733  -0.5866  0.010
C  1.9089  -1.2790  0.4541  0.004
O  1.2242  -0.6365  1.5121  0.005
C  0.2172  0.1628  1.0033  0.024
O  -0.8284  -0.6335  0.6557  0.005
O  -0.0185  1.2547  1.6308  0.137
C  -2.0809  -0.0271  0.3356  0.002
H  2.8713  -1.6474  0.8202  0.001
F  3.2430  0.5412  -0.3298  0.017
H  2.1386  -0.5246  -1.6234  0.000
H  1.3134  -2.1057  0.0401  0.000
H  -2.8281  -0.7985  0.5600  0.000
H  -2.2513  0.8217  1.0103  0.001
C  -2.1800  0.3981  -1.1161  0.003
H  -3.2027  0.7466  -1.3163  0.000
H  -1.4900  1.2194  -1.3482  0.005
H  -1.9656  -0.4465  -1.7849  0.000
Zn  0.8755  2.4832  0.4715  0.658

Summary:
2S+1   2
Energy relative to the best compared isomer or geometry (same formula, charge and spin)   0.287 eV
Charge   0
F_max   1.3 eV/A
E_HOMO (alpha / beta)   -0.286 / -0.393 hartree



Entry 10:
ORCA calculation (ωB97M-V/def2-TZVPD) on C5H8FeO4 as an isolated structure.

Last column: Löwdin spin population.
Cartesian coordinates (Å):
H  1.9092  1.2969  -2.0282  0.002
Fe  -0.4004  1.2528  -0.1265  3.709
O  2.8711  -0.4453  -2.0135  0.006
O  1.1049  -0.1397  -0.6444  0.055
C  1.6832  -0.5877  0.6135  0.007
C  1.3562  0.4242  1.7096  0.027
O  1.0185  1.6193  1.0678  0.200
C  2.0407  0.3034  -1.5614  0.005
H  1.3720  -1.6257  0.7688  0.000
H  2.7782  -0.6555  0.6203  0.000
H  2.2687  0.5491  2.3210  0.004
H  0.6285  0.0053  2.4279  0.004
C  -3.0925  -1.0075  -0.7414  0.442
C  -3.1309  0.2702  -0.3132  0.154
O  -2.1694  1.1670  -0.3898  0.348
H  -3.9925  -1.6213  -0.6903  0.019
H  -4.0509  0.6244  0.1817  0.001
H  -2.1946  -1.4298  -1.2018  0.017

Summary:
2S+1   6
Charge   +1
F_max   3.9 eV/A
E_HOMO (alpha / beta)   -0.507 / -0.508 hartree



Entry 11:
ORCA calculation (ωB97M-V/def2-TZVPD) on C5H8HgO5 as an isolated structure.

Last column: Löwdin spin population.
Cartesian coordinates (Å):
C  -2.3081  1.1561  0.8793  0.576
C  -2.6745  0.0903  1.7669  0.068
O  -2.1048  -0.1086  2.8416  0.274
H  -2.9700  1.3833  0.0405  0.031
H  -3.3670  -0.6763  1.3627  -0.003
H  -1.6142  1.9196  1.2376  0.025
C  -0.0340  0.3809  -1.8015  0.008
C  0.4616  -0.1686  -0.4842  0.011
O  0.4469  1.6937  -1.9927  0.001
H  -1.1370  0.3458  -1.8039  0.004
H  0.2714  -0.2784  -2.6305  0.001
H  -0.0785  -1.1022  -0.2682  0.002
H  0.5426  0.6220  0.2763  0.004
H  0.0542  2.0688  -2.7859  0.000
O  1.9208  -0.6100  -0.6840  0.020
C  2.5978  -1.1897  0.3094  0.023
O  2.0177  -1.4847  1.3833  0.118
O  3.8185  -1.4056  0.1060  0.173
Hg  4.1567  -2.6365  2.2473  0.663

Summary:
2S+1   3
Charge   0
F_max   2.5 eV/A
E_HOMO (alpha / beta)   -0.347 / -0.343 hartree



Entry 12:
ORCA calculation (ωB97M-V/def2-TZVPD) on an isolated ion of composition C5H8IN2 and charge +1.

Last column: natural (NBO) charge in e.
Cartesian coordinates (Å):
C  -1.8351  -1.6452  -0.1007  -0.332
C  -0.8562  -0.7894  0.1570  -0.014
C  -0.8549  0.7762  0.0838  -0.516
C  0.6042  1.0243  0.0313  0.549
N  1.1196  2.2263  0.0082  -0.729
N  1.3598  -0.0621  0.1485  -0.503
I  3.3624  -0.1651  0.0309  0.484
C  0.5546  -1.2579  0.0777  -0.287
H  -1.6316  -2.6666  -0.0926  0.208
H  -2.9281  -1.4118  -0.1540  0.228
H  -1.4037  1.1768  -0.9350  0.279
H  -1.5061  1.1700  0.7869  0.284
H  0.6950  3.1165  0.1851  0.438
H  2.0240  2.4497  -0.3523  0.423
H  0.7079  -2.0792  0.9140  0.247
H  0.5883  -1.8626  -0.7887  0.239

Summary:
Energy relative to the best compared isomer or geometry (same formula, charge and spin)   1.128 eV
Charge   +1
SMILES   C=C1CC(=[NH2+])N(I)C1
F_max   4.7 eV/A
E_HOMO   -0.490 hartree



Entry 13:
ORCA calculation (ωB97M-V/def2-TZVPD) on one molecule with the formula C5H8INS.

Last column: Löwdin spin population.
Cartesian coordinates (Å):
C  2.3738  0.4660  0.0075  0.333
C  -0.4703  0.8795  -1.0747  0.608
C  0.1078  -0.0536  -0.2215  0.372
C  -2.0290  0.9130  -1.2633  0.055
C  0.0525  -1.7405  1.9018  0.027
N  1.4406  -0.3565  -0.0282  0.130
S  -1.0870  -1.0463  0.6199  0.250
I  0.5186  2.1432  -2.4609  0.133
H  3.3800  0.2101  0.2263  0.027
H  2.2300  1.5090  -0.1738  0.024
H  -2.3362  -0.0185  -1.5765  0.016
H  -2.4753  1.6509  -1.8687  -0.001
H  -2.5332  1.0415  -0.3186  0.013
H  -0.2188  -2.7987  2.0656  0.002
H  0.1095  -1.3192  2.8876  0.006
H  0.9368  -1.4800  1.2775  0.003

Summary:
2S+1   3
Energy relative to the best compared isomer or geometry (same formula, charge and spin)   0.534 eV
Charge   0
F_max   6.0 eV/A
E_HOMO (alpha / beta)   -0.199 / -0.341 hartree



Entry 14:
ORCA calculation (ωB97M-V/def2-TZVPD) on C5H8LiMnO3 as an isolated structure.

Last column: Löwdin spin population.
Cartesian coordinates (Å):
C  2.6885  1.1600  1.3848  0.296
C  2.2097  2.4068  1.7273  0.600
H  2.6051  0.3828  2.1574  0.024
H  3.4731  1.0857  0.6151  0.036
H  2.6770  3.3553  1.4360  0.055
Mn  0.0846  2.3077  1.4263  4.859
O  -0.8070  -1.1698  -0.1473  0.006
Li  -1.6316  -2.3808  1.6831  0.000
O  -0.1592  -1.1854  1.9139  0.006
C  0.0135  -0.6955  0.7936  0.013
O  0.5917  0.4173  0.5901  0.105
C  -1.2989  -0.3638  -1.2375  0.000
C  -1.8633  -1.3063  -2.2707  0.000
H  -2.0696  0.3273  -0.8721  0.000
H  -0.4855  0.2676  -1.6172  0.000
H  -2.3801  -2.1414  -1.7793  0.000
H  -2.5801  -0.7555  -2.8941  0.000
H  -1.0678  -1.7119  -2.9093  0.000

Summary:
2S+1   7
Energy relative to the best compared isomer or geometry (same formula, charge and spin)   0.593 eV
Charge   +2
F_max   3.3 eV/A
E_HOMO (alpha / beta)   -0.659 / -0.666 hartree



Entry 15:
ORCA calculation (ωB97M-V/def2-TZVPD) on C5H8LiO3Rb as an isolated structure.

Last column: natural (NBO) charge in e.
Cartesian coordinates (Å):
C  0.0368  2.6295  -2.8979  -0.287
C  1.1030  3.2066  -3.0192  -0.241
H  0.8379  -1.9166  -1.9926  0.538
H  -0.9991  2.4504  -2.6433  0.271
H  2.1152  3.4889  -3.2742  0.279
Li  1.3306  1.8580  -0.9186  0.961
O  0.0653  -1.2710  0.7644  -0.502
Rb  -0.1342  -4.9270  0.6557  0.998
O  0.8101  -2.1557  -1.0288  -0.691
C  0.8278  -1.0666  -0.2818  1.042
O  1.2201  0.0170  -0.6700  -0.765
C  -0.4794  -0.1266  1.4903  -0.069
C  -1.3492  -0.6831  2.5846  -0.637
H  0.3726  0.4497  1.8709  0.200
H  -1.0429  0.4852  0.7754  0.192
H  -0.7795  -1.3578  3.2373  0.228
H  -1.7329  0.1504  3.1852  0.260
H  -2.2019  -1.2314  2.1627  0.224

Summary:
Energy relative to the best compared isomer or geometry (same formula, charge and spin)   0.000 eV
Charge   +2
F_max   2.7 eV/A
E_HOMO   -0.639 hartree